Entry 1:
Below is a structure of composition C2H4BeO4S in a non-equilibrium geometry, with properties calculated with ωB97M-V with the def2-TZVPD basis set.

The geometry in XYZ format:
```
12
Properties=species:S:1:pos:R:3:forces:R:3:mulliken_charge:R:1
Be 1.11024 -1.22008 -0.15181 0.161 1.156 1.432 0.068
S -1.01951 -0.76819 0.84775 -2.935 -1.000 0.746 0.656
O -2.17626 -1.03537 -0.04749 2.497 0.546 0.995 -0.521
O -0.09652 -2.02893 0.96818 1.555 1.400 -2.194 -0.385
O 0.09844 0.13863 -0.04095 2.478 -0.028 0.889 -0.243
O 2.48146 -0.43070 -0.19021 0.693 -4.517 -1.509 -0.383
C 1.39786 0.91963 0.89816 -2.871 3.337 2.882 -0.358
C 2.75937 0.31216 0.94913 -1.262 0.961 -2.028 -0.061
H 1.02970 1.90036 0.58061 1.387 -0.262 -1.226 0.377
H 1.13758 1.10866 1.95096 -1.475 -1.254 0.072 0.327
H 2.99532 -0.20195 1.89231 -0.138 -0.141 -0.389 0.248
H 3.52606 1.06611 0.70514 -0.088 -0.200 0.330 0.275
```
Forces are in eV/Å.

Properties
* total charge: 0
* lowest unoccupied orbital energy: -0.420 eV
* gap between HOMO and LUMO: 0.3479 hartree
* molar mass: 133.13 g/mol
* calculated total energy: -792.46379 a.u.

=====

Entry 2:
Below is the molecule C2H4BrN in a non-equilibrium geometry, with properties calculated with ωB97M-V with the def2-TZVPD basis set.

The geometry in XYZ format:
```
8
Properties=species:S:1:pos:R:3:forces:R:3:mulliken_charge:R:1
H 0.64159 2.51637 0.08811 0.605 -0.875 -0.080 0.264
N 0.15126 1.62655 0.05210 -1.185 1.911 -0.212 -0.432
C 0.44363 0.46204 -0.06830 -2.531 -3.481 1.287 0.309
C -0.79077 -0.83906 -0.00168 4.254 1.956 1.590 -0.835
Br 2.17466 -0.40050 -0.02230 0.585 0.179 -0.153 -0.205
H -0.17504 -1.57430 -0.42054 0.452 -1.395 -1.091 0.323
H -1.53395 -0.54582 -0.67599 -1.610 0.356 -0.215 0.294
H -0.91139 -1.24528 1.04859 -0.569 1.349 -1.126 0.282
```
Forces are in eV/Å.

Properties
* total charge: 0
* lowest unoccupied orbital energy: 0.855 eV
* gap between HOMO and LUMO: 0.3812 hartree
* SMILES: [H]/N=C(/C)Br
* molar mass: 121.96 g/mol
* calculated total energy: -2707.31376 a.u.

=====

Entry 3:
Below is the molecule C2H4BrN in a non-equilibrium geometry, with properties calculated with ωB97M-V with the def2-TZVPD basis set.

The geometry in XYZ format:
```
8
Properties=species:S:1:pos:R:3:forces:R:3:mulliken_charge:R:1
C -1.10747 -0.34036 -0.03799 1.607 3.664 -4.078 -0.513
N 0.27993 -0.60512 0.13819 6.027 1.775 -0.366 -0.392
C 1.23099 0.36263 0.13118 -4.873 -5.296 -0.324 -0.028
Br 3.11022 0.08701 0.03206 -1.075 0.005 0.276 -0.118
H -1.60723 -0.85914 0.64325 -2.321 -2.283 2.878 0.219
H -1.46427 -0.74643 -1.13121 0.915 1.354 2.600 0.192
H -1.25585 0.78666 0.17365 -0.579 -1.419 -0.893 0.276
H 0.81368 1.31474 0.05088 0.299 2.200 -0.094 0.365
```
Forces are in eV/Å.

Properties
* total charge: 0
* lowest unoccupied orbital energy: 0.627 eV
* gap between HOMO and LUMO: 0.3817 hartree
* SMILES: C/N=C/Br
* molar mass: 121.96 g/mol
* calculated total energy: -2707.30184 a.u.